# 1
Entry from the OMol25 dataset: a 2-piece molecular cluster, C6H11NO overall in a non-equilibrium geometry (wB97M-V/def2-TZVPD).

Output
structure (SMILES)	CC(C)(O)C#N.C=C
maximum force	0.0518	Eh/bohr
total charge	0
calculated total energy	-365.0955	Ha
energy above the lowest of the compared OMol25 structures with the same formula, charge and spin	85.3	kcal/mol
Kohn-Sham gap	9.22	eV

Last column: Mulliken charge in e.
Element x y z (Å)
C  2.0716  -0.1370  0.8207  -0.51
C  2.0788  1.2008  0.4618  -0.69
C  0.3860  -1.1446  0.0038  0.18
N  0.4973  -2.2998  0.0205  -0.61
H  1.8059  -0.4056  1.8348  0.34
H  2.7479  -0.8169  0.3244  0.34
H  2.7421  1.5287  -0.3287  0.35
H  0.7385  1.3090  -0.2801  0.30
H  1.8295  1.9485  1.2063  0.33
C  -1.6287  0.1322  0.8575  -1.32
C  -1.5494  -0.6457  -1.5849  -1.48
C  -0.8028  0.0008  -0.4238  1.29
O  -0.2233  1.1517  -0.8037  -0.66
H  -2.0522  -0.8247  1.1548  0.35
H  -2.4341  0.8450  0.6727  0.37
H  -1.0141  0.5217  1.6692  0.30
H  -0.8828  -0.7672  -2.4353  0.36
H  -1.9450  -1.6159  -1.2956  0.36
H  -2.3651  0.0191  -1.8746  0.39

# 2
Entry from the OMol25 dataset: C22H33N3O2PSSiW as an isolated structure in a non-equilibrium geometry (wB97M-V/def2-TZVPD).

Output
spin multiplicity	3
maximum force	0.0301	Eh/bohr
total charge	+3
calculated total energy	-2268.1059	Ha
energy above the lowest of the compared OMol25 structures with the same formula, charge and spin	0.0	kcal/mol
Kohn-Sham gap (alpha / beta)	6.29 / 6.71	eV

Last column: Mulliken spin population.
Element x y z (Å)
W  -0.2964  -0.0829  0.3819  2.56
C  -4.3191  -1.1349  1.3838  0.00
Si  -2.7126  -1.9047  1.2967  0.01
C  -2.6161  -3.6902  1.2734  0.00
C  -1.4784  -1.2386  2.5292  0.03
N  -1.8256  -1.2395  -0.1825  -0.33
C  -2.3463  -1.4091  -1.4232  -0.15
C  -3.5081  -2.1658  -1.7566  -0.06
C  -3.9266  -2.1829  -3.0632  0.02
C  -3.2349  -1.4539  -4.0240  -0.14
C  -2.1001  -0.6927  -3.7330  0.05
C  -1.6638  -0.7042  -2.4274  -0.05
O  -0.5590  -0.0304  -1.9178  0.05
C  0.2482  0.5115  -2.9771  0.00
C  1.1155  -0.3473  -3.6215  -0.01
C  1.7739  0.1056  -4.7671  0.00
C  1.5733  1.4056  -5.1781  0.00
C  0.6895  2.2591  -4.5219  0.00
C  -0.0004  1.7991  -3.3958  0.00
H  -4.6680  -1.0847  2.4251  0.00
H  -5.1015  -1.6416  0.8228  0.00
H  -4.2433  -0.0982  1.0349  0.00
H  -2.8117  -4.1143  2.2580  0.00
H  -1.6138  -4.0157  0.9721  0.00
H  -3.3217  -4.1698  0.5941  0.00
H  -1.7738  -1.8283  3.4062  0.00
H  -1.6558  -0.1972  2.7621  0.00
H  -0.4597  -1.5253  2.3149  -0.02
H  -4.0261  -2.7235  -0.9941  0.00
H  -4.7689  -2.7779  -3.3950  0.00
H  -3.5842  -1.4781  -5.0490  0.00
H  -1.6280  -0.1592  -4.5554  -0.01
H  1.2093  -1.3888  -3.3328  0.00
H  2.4357  -0.5576  -5.3130  0.00
H  2.0981  1.7911  -6.0483  0.00
H  0.5343  3.2607  -4.9100  0.00
H  -0.7282  2.4156  -2.8879  0.00
C  2.7891  -0.9923  -0.1506  0.12
N  3.3239  0.3169  0.1316  -0.01
C  4.6417  0.5495  0.4594  0.00
C  4.8284  1.8804  0.4941  0.00
N  3.6112  2.4496  0.2320  0.00
C  2.6884  1.4932  -0.0050  0.00
S  1.0386  1.8314  -0.4657  -0.05
H  3.5457  -1.7215  0.1098  0.01
H  2.5241  -1.0727  -1.1994  -0.03
H  1.9438  -1.1889  0.4460  0.01
H  5.3457  -0.2585  0.5917  0.00
H  5.6975  2.4878  0.6932  0.00
H  3.4561  3.4476  0.2083  0.00
C  -0.5746  2.1009  4.0920  0.00
P  0.8963  1.4090  3.4203  0.00
C  2.0381  2.7420  3.2263  0.00
C  1.5740  0.3097  4.6144  0.00
O  0.6144  0.6138  2.1017  0.02
H  -0.2928  2.7105  4.9574  0.00
H  -1.2580  1.3151  4.4281  0.00
H  -1.0862  2.7269  3.3621  0.00
H  2.1133  3.2309  4.2013  0.00
H  1.6402  3.4815  2.5338  0.00
H  3.0269  2.3865  2.9104  0.00
H  1.9513  0.8817  5.4802  0.00
H  2.4173  -0.2542  4.1780  0.00
H  0.8002  -0.3877  4.9680  0.00

# 3
Entry from the OMol25 dataset: C4H5LiOSm as an isolated structure in a non-equilibrium geometry (wB97M-V/def2-TZVPD).

Output
spin multiplicity	6
maximum force	0.0650	Eh/bohr
total charge	+3
calculated total energy	-894.8414	Ha
Kohn-Sham gap (alpha / beta)	4.75 / 7.89	eV

Last column: Mulliken spin population.
Element x y z (Å)
C  1.7971  -1.8632  -1.1717  -0.40
C  2.7134  -1.4073  -1.8449  -0.02
H  3.5316  -1.0674  -2.4590  -0.01
C  -0.1340  1.3102  0.0998  0.00
C  -1.3115  0.7720  0.7842  0.00
O  -1.5195  -0.4432  1.0056  0.00
Sm  -0.2060  -2.3884  0.2860  5.43
H  -0.1081  2.4001  0.2627  0.00
H  0.7551  0.9252  0.6269  0.00
H  -0.3485  1.1307  -0.9855  0.00
H  -1.9548  1.4973  1.3084  0.00
Li  -3.2149  -0.8660  2.0875  0.00

# 4
Entry from the OMol25 dataset: a 2-piece molecular cluster, C2H4Cl2N2 overall in a non-equilibrium geometry (wB97M-V/def2-TZVPD).

Output
maximum force	0.1102	Eh/bohr
total charge	0
calculated total energy	-1108.3519	Ha
energy above the lowest of the compared OMol25 structures with the same formula, charge and spin	90.1	kcal/mol
Kohn-Sham gap (alpha / beta)	9.52 / 7.38	eV

Last column: Mulliken charge in e.
Element x y z (Å)
C  0.4819  -0.4333  -0.6253  0.60
C  -0.5034  0.5111  -0.1523  0.02
N  1.2226  -0.9407  0.3435  -0.68
N  -0.4507  0.9515  1.1661  -0.43
Cl  0.7262  -0.5933  -2.3702  -0.16
Cl  -1.3776  1.5102  -1.2057  -0.16
H  -1.8833  -1.6715  -0.2853  0.03
H  1.9118  -1.6333  0.1023  0.25
H  0.3525  0.4221  1.6439  0.31
H  -0.4799  1.8772  1.3828  0.21

# 5
Entry from the OMol25 dataset: C37H37MgN7O3S as an isolated structure (wB97M-V/def2-TZVPD).

Output
maximum force	0.0063	Eh/bohr
total charge	0
calculated total energy	-2639.5855	Ha
energy above the lowest of the compared OMol25 structures with the same formula, charge and spin	43.1	kcal/mol
Kohn-Sham gap	6.63	eV

Last column: Mulliken charge in e.
Element x y z (Å)
Mg  -0.6120  0.5053  -0.3369  1.01
O  -3.1740  0.3620  -1.1111  -0.80
S  -3.0582  -1.0940  -1.1404  1.54
O  -4.0848  -1.8699  -0.4885  -0.75
N  -1.5979  -1.3272  -0.5720  0.35
C  -1.0837  -2.4794  -0.0131  0.36
C  -1.6782  -3.7170  0.0799  -1.05
C  -0.9812  -4.8123  0.6303  -0.93
C  0.2972  -4.6901  1.0897  -1.01
C  0.9305  -3.4250  1.0428  0.90
C  2.2487  -3.2119  1.5002  -0.85
C  2.7914  -1.9625  1.4403  -1.06
C  2.0052  -0.9110  0.9393  -0.09
N  0.7792  -1.0628  0.5021  0.51
C  0.2371  -2.3165  0.5215  0.14
C  -2.9239  -1.5722  -2.8353  -0.07
C  -2.7591  -2.9870  -3.1837  -0.39
C  -2.2462  -3.3470  -4.3609  -1.19
C  -1.6715  -2.3559  -5.3338  -0.04
C  -1.9657  -0.8695  -4.9667  0.00
C  -2.7220  -0.5985  -3.7204  -0.46
H  -2.6919  -3.8495  -0.2678  0.62
H  -1.4794  -5.7726  0.6737  0.39
H  0.8366  -5.5387  1.4903  0.38
H  2.8154  -4.0503  1.8876  0.41
H  3.8031  -1.7651  1.7651  0.46
H  2.4201  0.0888  0.8978  0.34
H  -3.1156  -3.7316  -2.4847  0.41
H  -2.1831  -4.3958  -4.6255  0.38
H  -1.8584  -2.6486  -6.3691  0.52
H  -2.2270  -0.2274  -5.8083  0.59
H  -2.8889  0.4269  -3.4240  0.48
C  3.9051  3.9885  3.9294  -1.55
C  3.4033  4.6939  2.6618  1.89
C  2.6109  5.9497  3.0521  -1.56
C  4.6113  5.1178  1.8279  -2.20
C  2.4848  3.7482  1.8969  0.23
C  2.7208  3.3502  0.5872  -0.24
C  1.8311  2.4918  -0.0382  -1.11
N  0.7494  2.0113  0.5649  0.46
C  0.5009  2.3826  1.8241  -0.61
C  1.3378  3.2456  2.5100  -0.54
C  -0.7430  1.8063  2.4152  0.32
C  -1.0957  1.9929  3.7378  -0.50
C  -2.2709  1.4369  4.2437  0.49
C  -3.0428  0.7029  3.3558  -0.76
C  -2.6221  0.5498  2.0439  -0.57
N  -1.4982  1.0837  1.5733  0.17
C  -2.6428  1.6460  5.7062  2.06
C  -3.9685  0.9742  6.0608  -2.20
C  -1.5373  1.0500  6.5891  -1.56
C  -2.7663  3.1513  5.9814  -1.54
H  4.5668  4.6545  4.4858  0.45
H  4.4631  3.0846  3.6789  0.38
H  3.0837  3.7069  4.5894  0.31
H  3.2556  6.6373  3.6024  0.45
H  1.7580  5.7097  3.6883  0.31
H  2.2371  6.4666  2.1667  0.37
H  5.2397  5.7866  2.4174  0.43
H  4.3122  5.6544  0.9260  0.42
H  5.2219  4.2619  1.5351  0.43
H  3.5839  3.6932  0.0371  0.53
H  1.9806  2.1642  -1.0595  0.43
H  1.0991  3.5365  3.5223  0.48
H  -0.4507  2.5657  4.3877  0.46
H  -3.9684  0.2363  3.6566  0.54
H  -3.2124  -0.0225  1.3414  0.32
H  -3.9278  -0.1060  5.9116  0.40
H  -4.7951  1.3737  5.4708  0.41
H  -4.1935  1.1548  7.1127  0.44
H  -1.4256  -0.0199  6.4061  0.37
H  -1.7878  1.1928  7.6417  0.46
H  -0.5729  1.5264  6.4073  0.31
H  -3.5392  3.6005  5.3556  0.37
H  -1.8297  3.6772  5.7920  0.31
H  -3.0348  3.3151  7.0264  0.44
N  -0.9086  1.9242  -4.0635  -0.19
C  -0.2451  1.1036  -3.2117  -0.03
O  -0.1420  1.4994  -2.0041  -0.86
C  0.2743  -0.1156  -3.6941  0.42
C  1.3244  -0.6996  -2.9431  0.46
N  2.2015  -1.1224  -2.3214  -0.69
C  -0.4768  -0.9384  -4.6018  -0.30
N  -0.2312  -2.1399  -5.0210  -0.96
H  -1.4668  2.6649  -3.6773  0.26
H  -0.9345  1.7378  -5.0485  0.29

# 6
Entry from the OMol25 dataset: one molecule with the formula C2H9NSi in a non-equilibrium geometry (wB97M-V/def2-TZVPD).

Output
structure (SMILES)	CCN[SiH3]
maximum force	0.0457	Eh/bohr
total charge	0
calculated total energy	-425.8033	Ha
energy above the lowest of the compared OMol25 structures with the same formula, charge and spin	39.7	kcal/mol
Kohn-Sham gap	10.22	eV

Last column: Mulliken charge in e.
Element x y z (Å)
C  -0.3163  0.2386  1.7008  -1.04
C  0.5463  0.7329  0.5448  -0.39
N  -0.0503  0.5110  -0.7363  -0.28
Si  0.0330  -0.9711  -1.7242  0.26
H  -1.2774  0.7828  1.8160  0.35
H  -0.5065  -0.8799  1.6911  0.26
H  0.2585  0.3979  2.5887  0.32
H  0.6811  1.8448  0.6773  0.24
H  1.5999  0.2583  0.7051  0.30
H  -1.0007  0.8875  -0.5716  0.26
H  -0.5159  -2.4416  -1.4647  -0.09
H  1.3503  -0.7369  -2.3929  -0.08
H  -0.8020  -0.6242  -2.8341  -0.12

> The highest calculated total energy belongs to which entry?

C6H11NO

> The lowest calculated total energy belongs to which entry?

C37H37MgN7O3S